1.
C33H33AuGeN2S2 | ωB97M-V with the def2-TZVPD basis set

Positions of all 72 atoms, in Å:
Au 0.4680 -0.6809 2.3023
C -1.5673 -2.3204 0.5300
N -1.6344 -1.6746 1.8652
C -2.6209 -0.5608 1.8603
C -1.9821 0.7839 1.5324
N -0.8883 1.1119 2.4715
C -1.3354 1.1694 3.8818
C -0.1582 2.3323 2.1471
C -0.8455 3.5053 1.8611
C -0.1510 4.6771 1.6152
C 1.2363 4.6735 1.6745
C 1.9203 3.5102 1.9771
C 1.2337 2.3188 2.2137
S 2.1872 0.8653 2.5410
C -1.8826 -2.6860 2.8597
C -3.1649 -3.1187 3.1342
C -3.3881 -4.1561 4.0356
C -2.3226 -4.7922 4.6668
C -1.0370 -4.3791 4.4046
C -0.7874 -3.3105 3.5164
S 0.8369 -2.7965 3.3495
H -2.5145 -2.8204 0.3080
H -0.7584 -3.0470 0.5133
H -1.3627 -1.5672 -0.2225
H -3.1096 -0.5179 2.8312
H -3.3989 -0.7554 1.1162
H -2.7672 1.5452 1.5672
H -1.5559 0.7824 0.5268
H -2.1473 1.8949 3.9916
H -0.4933 1.4823 4.4942
H -1.6716 0.1921 4.2245
H -1.9278 3.5127 1.8320
H -0.6892 5.5863 1.3849
H 1.7901 5.5829 1.4826
H 3.0022 3.5122 2.0192
H -4.0089 -2.6658 2.6300
H -4.4020 -4.4792 4.2308
H -2.5018 -5.6051 5.3564
H -0.1923 -4.8526 4.8878
C 3.3730 -0.6587 -0.5661
Ge 1.5468 -0.1224 -1.0139
C 0.6219 -1.5379 -1.9684
C -0.4592 -1.2347 -2.8000
C -1.1860 -2.2438 -3.4154
C -0.8414 -3.5744 -3.2081
C 0.2417 -3.8901 -2.3966
C 0.9662 -2.8781 -1.7814
C 1.3895 1.5615 -1.9911
C 0.7911 2.6460 -1.4064
C 0.6486 3.8733 -2.0921
C 1.1075 3.9965 -3.3684
C 1.7317 2.9034 -4.0211
C 2.2120 3.0218 -5.3479
C 2.8110 1.9665 -5.9719
C 2.9577 0.7391 -5.2930
C 2.5042 0.5980 -4.0126
C 1.8773 1.6725 -3.3328
H 3.9115 -0.9459 -1.4716
H 3.3746 -1.5019 0.1244
H 3.8916 0.1729 -0.0937
H -0.7254 -0.1972 -2.9791
H -2.0141 -1.9945 -4.0669
H -1.4039 -4.3622 -3.6920
H 0.5264 -4.9249 -2.2522
H 1.8127 -3.1386 -1.1538
H 0.4233 2.5783 -0.3904
H 0.1755 4.7094 -1.5931
H 1.0044 4.9310 -3.9071
H 2.0945 3.9701 -5.8586
H 3.1745 2.0654 -6.9861
H 3.4329 -0.0954 -5.7922
H 2.6205 -0.3574 -3.5148

Its electronic energy is -119608.03981 eV. The maximum force comes out at 0.0066 Eh/bohr. The multiplicity is 4. As for the expectation value of S²: 3.78. The total charge is +1. As for the highest occupied orbital energy (spin up / spin down): -9.194 / -10.138 eV. As for the molecular weight: 791.35 g mol⁻¹.

2.
C10H22B2FO2V | ωB97M-V with the def2-TZVPD basis set

Positions of all 38 atoms, in Å:
V 2.7433 1.1531 3.9063
B 1.8688 -0.4254 5.1842
H 1.4956 -1.1384 5.9029
H 1.1051 0.3227 5.0377
H 2.7365 0.0285 5.6374
H 2.1727 -0.8577 4.2435
B 2.0491 3.2207 4.4400
H 2.6359 2.8505 5.2664
H 1.2863 2.4961 4.2008
H 1.5307 4.1386 4.6702
H 2.6241 3.2962 3.5300
C 1.3372 0.7223 0.5925
O 1.5381 0.7475 2.0129
H 0.3106 0.4050 0.4094
H 1.4893 1.6732 0.0819
H 2.0205 0.0129 0.1256
C -0.9217 -2.2313 -1.2422
C -1.6566 -3.2336 -0.3896
O -1.0150 -3.9842 0.3508
C -3.1495 -3.2076 -0.4657
H -1.3290 -2.2173 -2.2532
H 0.1521 -2.4144 -1.2022
H -1.1219 -1.2971 -0.7176
H -3.4321 -3.5397 -1.4647
H -3.4735 -2.2475 -0.0641
H -3.5509 -3.9559 0.2177
F -2.8747 0.3169 -2.3549
C -1.8523 0.6178 -3.1906
C -1.9225 0.2096 -4.5324
C -0.8490 0.4991 -5.4243
C 0.2500 1.0382 -4.8255
C 0.3194 1.4957 -3.4830
C -0.7437 1.2477 -2.6550
H -2.6690 -0.4807 -4.8965
H -0.7990 0.1559 -6.4471
H 1.0822 1.1829 -5.4984
H 1.2445 1.8913 -3.0905
H -0.6316 1.5086 -1.6130

Its electronic energy is -44570.60863 eV. The maximum force comes out at 0.0947 Eh/bohr. The multiplicity is 5. As for the expectation value of S²: 6.01. As for the highest occupied orbital energy (spin up / spin down): -8.904 / -9.720 eV. As for the molecular weight: 265.85 g mol⁻¹.